(1)
Density functional theory data (wB97M-V/def2-TZVPD) for a molecular structure, C15H30CrF4N2O23S4.

XYZ file:
```
79
Properties=species:S:1:pos:R:3:forces:R:3:lowdin_spin:R:1
Cr -31.81514 -6.96009 21.04722 -1.131 -1.066 1.657 2.842
N -31.43014 -5.34299 21.96618 2.266 1.975 3.694 0.023
S -32.03047 -3.91055 21.89366 -9.026 4.114 -4.426 0.008
O -31.19761 -2.88749 21.39106 1.895 0.010 0.987 -0.001
O -33.18128 -3.50592 22.68362 2.302 -1.149 0.788 0.007
F -32.83941 -4.32411 20.62110 -0.479 -0.019 -1.864 0.003
S -30.31677 -4.70441 23.14675 6.224 -4.109 3.348 0.006
O -30.70089 -3.93913 24.32932 -0.417 -0.901 -3.237 -0.002
O -29.01018 -4.61613 22.54722 -1.706 1.466 -0.062 0.006
F -30.09754 -6.15875 23.76803 -0.581 -0.546 0.520 0.002
N -31.52495 -6.63537 19.16727 -1.267 -0.681 -4.285 0.017
S -32.29987 -7.17082 17.69544 -5.512 -3.683 -0.645 0.003
O -31.80497 -8.44215 17.28708 0.584 0.815 0.777 0.001
O -32.83147 -6.30160 16.68180 1.762 0.390 1.766 0.001
F -33.70192 -7.55519 18.47904 1.232 0.196 -0.134 0.001
S -30.49232 -5.75299 18.31428 5.712 6.747 1.445 0.006
O -30.88511 -4.36434 18.11319 -0.392 -3.100 -0.316 0.006
O -29.61339 -6.39143 17.34300 -2.327 0.089 1.882 -0.001
F -29.58900 -5.50930 19.66682 -0.111 -0.781 -0.821 0.003
C -33.90698 -2.72029 30.43135 -1.200 0.026 -0.821 0.000
O -34.47950 -3.15512 29.13663 0.949 0.646 -0.782 0.000
C -34.11808 -2.48948 27.98002 0.113 0.865 1.957 0.000
O -33.40372 -1.50969 27.94854 -0.660 -1.344 -0.431 0.000
O -34.76772 -3.08289 26.97464 -1.148 -0.875 1.568 0.000
C -34.48122 -2.73419 25.67980 1.706 1.689 -2.299 0.000
H -32.86186 -2.99886 30.56630 -0.173 -0.115 -0.255 0.000
H -34.58843 -3.22648 31.11510 0.469 -0.125 0.156 0.000
H -34.04666 -1.65227 30.59848 0.176 0.015 -0.378 0.000
H -35.09136 -3.12610 24.86602 -0.292 -1.213 0.865 0.000
H -33.42751 -2.95607 25.51073 -0.004 -0.110 -0.491 0.000
H -34.59578 -1.68240 25.41771 0.141 0.490 0.863 0.000
C -36.00636 -4.77383 20.68089 0.634 2.415 -2.357 0.000
O -36.11379 -6.13064 20.86962 1.523 -2.660 1.426 0.002
C -35.00351 -6.91936 20.94647 -5.739 -1.236 1.001 0.004
O -33.85959 -6.59075 20.96429 2.718 0.664 -0.203 0.016
O -35.42209 -8.17050 21.14774 2.511 0.282 0.035 0.003
C -36.76070 -8.58186 20.89446 -0.673 0.158 0.428 0.000
H -35.66373 -4.07416 21.44324 0.288 -0.909 0.706 0.000
H -36.97555 -4.39439 20.35716 -0.025 -0.343 -0.016 0.000
H -35.32150 -4.73108 19.83400 0.014 1.058 -0.110 0.000
H -37.42660 -8.12592 21.62712 -0.148 0.662 -0.558 0.000
H -36.87483 -9.63040 21.16946 0.713 -0.133 -0.638 0.000
H -36.92693 -8.34738 19.84303 -0.752 -0.279 0.286 0.000
C -28.37071 -10.11612 23.31416 0.771 0.489 0.233 0.000
O -29.39224 -9.28196 22.67994 0.437 1.098 -2.793 0.004
C -29.10615 -8.51419 21.57409 1.703 -0.022 1.344 0.006
O -29.95835 -7.73590 21.08303 0.424 -1.178 0.658 0.020
O -27.81359 -8.54470 21.14073 -2.885 -1.130 2.111 0.002
C -27.39081 -7.61443 20.16589 -0.964 1.327 -2.032 0.000
H -27.86323 -10.83854 22.67486 -0.570 0.117 -0.423 0.000
H -28.85764 -10.62666 24.14503 -0.148 0.191 -0.270 0.000
H -27.58903 -9.45814 23.69380 -0.136 0.040 0.116 0.000
H -26.35927 -7.77444 19.85216 -0.093 -0.106 0.800 0.000
H -27.66113 -6.59319 20.43440 0.675 -0.019 0.611 0.000
H -27.99197 -7.71541 19.26228 -0.043 -0.515 -0.160 0.000
C -27.76989 -3.17355 19.44579 1.488 -1.325 -1.485 0.000
O -28.44107 -2.00010 19.15266 -1.778 1.909 -1.951 0.000
C -28.66954 -1.71338 17.79492 0.905 -2.595 -2.401 0.000
O -28.69002 -2.53615 16.81896 0.047 2.948 4.196 0.000
O -28.73972 -0.39991 17.67497 -0.283 -0.295 2.026 0.000
C -28.93941 0.30660 16.46643 0.212 -1.759 -1.135 0.000
H -27.70772 -3.43274 20.50269 -0.538 0.539 -0.054 0.000
H -26.76550 -3.01645 19.05257 0.474 -0.302 0.343 0.000
H -28.15002 -4.00476 18.85194 -0.160 0.032 0.264 0.000
H -28.04512 0.13644 15.86694 0.412 0.977 0.125 0.000
H -29.21962 1.32579 16.73257 0.231 -0.284 -0.286 0.000
H -29.63968 -0.23825 15.83330 -0.770 0.372 0.299 0.000
C -32.28194 -9.91455 24.74702 0.156 -2.011 -0.257 0.000
O -32.44829 -8.59042 25.07837 -0.436 1.552 0.584 -0.001
C -32.51826 -7.68714 24.16843 0.001 4.342 2.365 0.001
O -32.49319 -7.78863 22.96527 0.649 -1.136 -2.376 0.008
O -32.60871 -6.41383 24.68320 -0.453 -1.723 0.532 0.001
C -32.65394 -6.24524 26.16214 -0.422 -0.004 0.038 0.000
H -31.83541 -10.36416 25.63390 0.300 -0.122 -0.344 0.000
H -31.66645 -9.96182 23.84866 -0.019 -0.530 0.123 0.000
H -33.25312 -10.39457 24.62663 0.024 0.030 -0.348 0.000
H -31.66583 -5.98634 26.54253 0.053 -0.451 -0.245 0.000
H -33.12330 -7.09794 26.65275 0.595 -0.233 -0.232 0.000
H -33.31623 -5.43941 26.47855 -0.024 0.388 -1.005 0.000
```
Positions in Å, forces in eV/Å.

The charge is +1. The multiplicity is 4. The relative energy (zero: lowest compared OMol25 entry of this formula, charge and spin) is 144.5 kcal per mole. The largest force on an atom is 0.2112 hartree/bohr. Its molecular weight is 862.65 u. The total energy comes out at -5465.79871 Ha. Its orbital gap (spin up / spin down) is 0.19117 / 0.23813 Ha. The expectation value of S² is 3.77.

(2)
Density functional theory data (wB97M-V/def2-TZVPD) for a molecular structure, C15H30FO15V.

XYZ file:
```
62
Properties=species:S:1:pos:R:3:forces:R:3:lowdin_spin:R:1
V -18.60619 -25.35884 15.18204 -0.021 -1.326 -2.720 2.846
F -17.84287 -26.90809 13.96929 -0.557 1.338 1.174 0.033
C -14.35490 -21.61422 14.94596 0.855 -0.829 0.680 0.000
O -15.61044 -22.30694 14.91219 -0.859 0.882 -0.533 0.001
C -15.69257 -23.59595 14.99559 0.121 -0.685 0.441 0.005
O -16.75327 -24.18817 14.90281 -0.605 -0.140 0.588 0.028
O -14.55106 -24.18535 15.21253 1.479 -0.030 -0.028 0.003
C -14.46909 -25.61412 15.33054 -1.912 -0.572 -0.260 0.001
H -13.66858 -22.01632 14.20240 -0.196 0.185 -0.232 0.000
H -13.89760 -21.82475 15.91448 0.009 0.313 -0.006 0.000
H -14.53855 -20.55580 14.82460 -0.247 -0.043 -0.118 0.000
H -15.36907 -26.03548 14.86897 0.130 0.007 -0.141 0.000
H -14.56734 -25.89987 16.37527 0.652 0.120 0.089 0.000
H -13.61867 -26.01703 14.79579 0.394 0.416 0.293 0.000
C -17.19677 -25.13624 11.55377 0.279 0.251 0.053 0.000
O -18.21421 -24.17939 11.17871 -0.292 -0.335 0.029 0.001
C -18.89347 -23.62129 12.16943 0.841 0.348 -0.684 0.002
O -18.81369 -23.93262 13.33442 -0.338 -0.548 0.854 0.014
O -19.60003 -22.59078 11.79149 -0.386 0.341 0.144 0.001
C -19.78359 -22.25333 10.39752 -0.644 0.008 0.395 0.000
H -17.58110 -26.08095 11.92984 -0.234 0.136 -0.010 0.000
H -16.61419 -24.68771 12.35734 0.204 -0.134 -0.151 0.000
H -16.62252 -25.28112 10.64437 0.112 0.009 0.085 0.000
H -20.30988 -23.08045 9.92845 0.226 0.019 -0.309 0.000
H -18.86772 -21.96716 9.89151 0.159 -0.255 0.115 0.000
H -20.45419 -21.40060 10.45344 0.051 0.026 -0.158 0.000
C -12.17878 -28.52927 8.58556 -0.159 -0.456 -1.044 0.000
O -12.59166 -28.05492 9.85010 0.844 0.117 0.419 0.000
C -13.77768 -28.43063 10.29797 0.003 -0.196 -0.199 0.000
O -14.57018 -29.10643 9.71299 -0.657 -0.329 -0.279 0.000
O -13.90521 -27.92484 11.50774 0.537 1.288 1.093 0.000
C -15.12408 -27.99590 12.22446 -0.433 -1.969 -0.201 0.000
H -12.16594 -29.61583 8.46753 -0.352 -0.010 0.518 0.000
H -11.15048 -28.22478 8.41210 -0.136 0.460 0.189 0.000
H -12.85658 -28.13713 7.82580 0.224 0.054 -0.104 0.000
H -15.28695 -29.04679 12.48876 -0.184 0.003 -0.132 0.000
H -15.97755 -27.70294 11.61939 0.051 0.360 0.085 0.000
H -15.04632 -27.50763 13.18737 0.204 0.637 -0.343 0.000
C -20.38100 -26.76405 12.03050 1.100 -0.095 -0.317 0.000
O -21.51882 -25.96929 12.32519 -0.045 0.247 -0.222 0.001
C -21.62934 -25.46043 13.53784 -0.774 -0.018 -0.612 0.003
O -20.87417 -25.57963 14.47648 0.979 -0.185 0.565 0.014
O -22.77787 -24.81939 13.58106 0.071 0.202 -0.042 0.001
C -23.31851 -24.50686 14.85688 -0.353 0.154 0.830 0.000
H -19.46885 -26.16962 12.03214 -0.195 -0.080 0.653 0.000
H -20.40413 -27.13094 11.00543 -0.845 -0.011 0.076 0.000
H -20.31990 -27.59290 12.72517 0.244 0.025 -0.018 0.000
H -24.25610 -23.99958 14.65164 -0.061 -0.190 0.007 0.000
H -22.72724 -23.85034 15.49830 0.417 0.043 -0.507 0.000
H -23.47415 -25.42134 15.43192 -0.183 -0.024 -0.170 0.000
C -19.96227 -29.07054 15.13579 1.189 -0.552 -1.674 0.000
O -20.28940 -28.86245 16.48969 -0.387 -0.590 0.152 0.003
C -20.04657 -27.71419 17.05385 -0.555 -0.234 0.396 0.007
O -19.45741 -26.78038 16.55980 0.864 0.879 -0.367 0.031
O -20.53805 -27.61481 18.26096 0.355 0.292 0.418 0.003
C -21.29448 -28.66644 18.87719 -0.263 -0.269 0.296 0.000
H -18.91922 -28.85019 14.89014 -0.103 0.513 0.373 0.000
H -20.58758 -28.51220 14.44511 -0.231 0.210 0.393 0.000
H -20.05203 -30.12707 14.88426 -0.456 -0.016 0.548 0.000
H -22.34449 -28.49424 18.65823 -0.055 -0.141 -0.074 0.000
H -21.13884 -28.58304 19.94855 0.065 0.246 -0.026 0.000
H -20.98681 -29.66461 18.57977 0.062 0.133 -0.267 0.000
```
Positions in Å, forces in eV/Å.

The charge is +1. The multiplicity is 4. The relative energy (zero: lowest compared OMol25 entry of this formula, charge and spin) is 56.2 kcal per mole. The largest force on an atom is 0.0588 hartree/bohr. Its molecular weight is 520.33 u. The total energy comes out at -2761.87791 Ha. Its orbital gap (spin up / spin down) is 0.33804 / 0.36674 Ha. The expectation value of S² is 3.75.